Record 1
C38H30CuN3O4Sb | wB97M-V/def2-TZVPD

Summary:
HOMO level (spin up / spin down) (eV): -7.32 / -7.31
HOMO-LUMO gap (spin up / spin down) (Ha): 0.2032 / 0.1960
ΔE to the lowest compared entry with this formula, charge and spin (kcal/mol): 65.8
Calculated total energy (eV): -103727.6292
Lowest unoccupied orbital energy (spin up / spin down) (eV): -1.8 / -2.0
Multiplicity: 2
<S²>: 0.753
Charge: 0

Geometry as XYZ:
```
77
Properties=species:S:1:pos:R:3:forces:R:3:mulliken_charge:R:1
Cu 1.04853 2.40196 1.33169 1.504 -0.183 -0.738 -0.346
O 5.42432 5.54690 1.77882 -1.239 -0.770 -0.620 -0.687
C 5.95120 4.32642 1.59688 1.425 -0.171 0.081 0.356
C 7.38887 4.21767 1.49351 -1.251 0.690 0.329 -0.630
C 7.99982 3.03389 1.78255 -0.610 -1.227 -0.059 -0.427
C 7.19712 1.86918 1.87081 0.528 -0.546 0.957 -0.467
C 5.81990 1.91112 1.76649 1.614 -0.039 -0.345 -0.584
C 5.18277 3.13605 1.61217 -0.509 1.598 0.004 0.259
C 3.71716 3.25346 1.57881 0.732 -1.434 1.061 1.254
O 3.07666 2.14830 1.65107 -1.356 0.592 -0.557 -0.750
N 3.17749 4.48678 1.58215 -1.594 -0.721 -0.359 -0.496
N 1.82091 4.34813 1.51824 -0.070 0.303 -0.698 -0.033
C 1.00516 5.27621 1.14995 -0.074 -0.370 0.136 -0.604
C -0.40845 4.84069 1.04681 -0.897 1.605 -0.007 1.043
C -1.57200 5.66569 0.93779 0.900 -0.908 -0.291 -0.788
C -2.86224 5.08291 0.94162 1.923 0.630 0.078 -0.255
C -2.93717 3.74046 1.28917 0.615 0.301 -0.906 -0.900
C -1.75146 3.02236 1.34427 -0.524 -1.185 0.908 0.237
N -0.54622 3.53215 1.13838 -0.813 -1.093 0.748 0.176
H 4.37300 5.38720 1.76831 1.733 0.664 -0.079 0.607
H 7.96893 5.09806 1.26645 -0.070 0.305 0.364 0.396
H 9.06757 2.94927 1.99275 -0.240 0.168 -0.481 0.363
H 7.66048 0.90767 2.16718 -0.240 0.688 -0.465 0.321
H 5.33788 0.96184 1.80569 -0.837 -0.189 0.036 0.449
H 1.27254 6.29304 0.89983 0.337 0.087 0.107 0.432
H -1.42641 6.73001 0.78278 -0.126 -0.122 0.034 0.387
H -3.66612 5.75080 0.66620 -0.408 -0.351 0.347 0.431
H -3.84289 3.18993 1.35193 -0.708 -0.165 0.243 0.489
H -1.74634 1.97668 1.70015 -0.180 0.426 -0.799 0.386
C -6.67366 -3.40411 1.48124 0.501 -1.487 -0.589 -0.586
C -6.09100 -2.31020 2.03706 0.270 0.933 0.696 -0.297
C -4.71309 -2.08223 2.04818 -0.420 -0.547 -0.779 -0.730
C -3.91630 -2.99422 1.39243 1.384 -0.287 -0.275 0.248
C -4.44848 -4.20257 0.92133 0.750 -0.187 -0.508 -0.140
C -5.79980 -4.40692 0.93502 -2.100 -0.563 1.040 -0.489
Sb -1.87888 -2.38969 0.77121 -0.109 -0.468 1.751 0.958
C -1.15043 -4.31304 0.12710 1.072 0.015 -0.208 0.036
C -0.44069 -4.30776 -1.11095 -1.240 -0.892 2.018 -0.534
C 0.01765 -5.52620 -1.57951 0.644 1.143 -1.689 -0.726
C -0.06285 -6.67273 -0.83987 -0.522 -1.287 0.674 -0.328
C -0.64163 -6.69935 0.43776 0.371 1.621 -1.148 -0.489
C -1.15722 -5.48211 0.91574 0.003 -0.425 -1.162 -0.409
C -2.71201 -1.85074 -1.05815 0.103 0.100 0.273 0.384
C -2.89251 -0.50288 -1.24418 0.026 0.981 -0.144 -0.579
C -3.61562 -0.01907 -2.31510 -0.637 -0.635 -0.131 -0.450
C -4.19152 -0.89744 -3.23468 0.522 0.605 -0.326 -0.589
C -3.88673 -2.23587 -3.11225 -0.328 -0.857 0.012 -0.591
C -3.23236 -2.71490 -1.98412 0.199 0.217 -1.111 -0.313
H -7.76876 -3.50071 1.54499 0.689 -0.256 -0.221 0.339
H -6.69916 -1.58947 2.53423 -0.561 0.489 0.229 0.370
H -4.32988 -1.17028 2.48296 0.173 0.073 0.029 0.367
H -3.74492 -4.96379 0.50164 -0.851 0.641 0.352 0.247
H -6.23496 -5.41101 0.73321 0.389 0.896 -0.349 0.324
H -0.32976 -3.37602 -1.62315 0.061 0.227 -0.519 0.532
H 0.43293 -5.53483 -2.60946 -0.099 -0.238 0.832 0.289
H 0.24741 -7.60331 -1.29655 0.194 -0.058 0.066 0.350
H -0.68805 -7.61678 0.98973 -0.078 -0.192 0.304 0.435
H -1.65283 -5.52506 1.85462 -0.390 0.333 0.773 0.455
H -2.45948 0.22278 -0.56021 0.052 -0.116 0.079 0.279
H -3.77157 1.02757 -2.38911 -0.146 0.839 -0.223 0.436
H -4.76497 -0.51949 -4.08367 0.181 -0.122 0.254 0.353
H -4.14489 -2.97956 -3.86576 -0.295 0.349 0.047 0.371
H -3.02127 -3.75629 -1.95031 0.017 -0.777 0.288 0.375
O 0.49230 -1.39856 -0.23921 -0.064 1.913 0.124 -0.643
C 0.76557 -0.17237 -0.29832 0.762 -2.756 -0.856 0.480
O 0.27994 0.72071 0.46852 0.159 1.582 1.012 -0.421
C 1.77055 0.14967 -1.39893 0.693 1.153 0.144 0.297
C 2.23339 -0.88501 -2.23589 -1.756 -0.291 0.864 -0.449
C 3.10747 -0.59421 -3.22926 1.531 0.674 -0.645 -0.341
C 3.69911 0.70600 -3.37618 -1.769 -2.097 -0.245 -0.590
C 3.18634 1.73179 -2.62339 0.574 0.265 -0.039 -0.841
C 2.27808 1.44964 -1.60281 -0.840 -0.688 0.151 0.210
H 1.77038 -1.89816 -2.14846 0.585 1.069 0.045 0.172
H 3.32890 -1.42184 -3.89243 0.467 0.254 -0.192 0.397
H 4.36566 0.86489 -4.19716 0.389 0.223 -0.211 0.390
H 3.53071 2.72610 -2.91248 -0.239 -0.014 0.675 0.358
H 1.87784 2.24481 -0.97786 0.117 0.063 -0.194 0.466
```
Forces are in eV/Å.

Record 2
C38H30FN4O2PV | wB97M-V/def2-TZVPD

Summary:
HOMO level (eV): -15.74
HOMO-LUMO gap (Ha): 0.1602
ΔE to the lowest compared entry with this formula, charge and spin (kcal/mol): 10.2
Calculated total energy (eV): -87616.3914
Lowest unoccupied orbital energy (eV): -11.4
Charge: +3

Geometry as XYZ:
```
77
Properties=species:S:1:pos:R:3:forces:R:3:mulliken_charge:R:1
V -0.23901 0.61258 -1.18604 -0.798 -0.604 -0.063 -0.382
N 1.93413 2.83565 -1.55235 -0.093 0.179 -0.008 0.012
P 0.54619 2.86442 -0.56940 0.248 -0.238 0.010 2.238
C -0.35105 4.34369 -0.88499 -0.106 0.069 0.079 0.481
C 0.07988 5.52039 -0.25280 -0.071 0.037 -0.011 -0.523
C -0.55444 6.71242 -0.55516 -0.017 -0.015 -0.003 -0.828
C -1.61457 6.72848 -1.45524 -0.015 0.047 -0.006 -0.530
C -2.04966 5.55991 -2.06967 0.038 -0.037 0.026 -0.811
C -1.41616 4.36197 -1.79025 0.005 0.047 -0.072 -0.292
C 1.06088 2.69455 1.11779 0.035 0.055 -0.002 0.796
C 2.19465 1.92890 1.41660 0.037 0.022 0.045 -0.478
C 2.53141 1.69890 2.73911 -0.037 0.026 -0.011 -0.818
C 1.74186 2.22938 3.75550 0.047 -0.025 0.014 -0.523
C 0.61053 2.97849 3.45828 -0.036 0.020 -0.029 -0.877
C 0.25436 3.20585 2.13802 0.006 -0.009 0.076 -0.642
C 2.33256 1.70071 -2.18183 -0.072 -0.163 -0.026 0.442
C 3.51010 1.61487 -2.92893 -0.046 0.083 0.063 -1.115
C 3.84186 0.41808 -3.50691 0.006 -0.076 -0.034 -0.373
C 3.01134 -0.71006 -3.34671 0.051 -0.041 -0.059 -1.107
C 1.87278 -0.59018 -2.62196 0.012 0.352 0.173 -0.450
N 1.51119 0.62329 -2.04585 0.293 -0.043 -0.187 0.678
H 2.46322 3.68640 -1.70333 0.073 -0.037 -0.004 0.331
H 0.89049 5.50996 0.46593 0.009 -0.026 -0.021 0.457
H -0.22954 7.62999 -0.08396 0.006 -0.006 0.004 0.455
H -2.10966 7.66446 -1.67814 0.002 -0.001 0.003 0.432
H -2.87803 5.58775 -2.76390 0.001 0.003 -0.001 0.469
H -1.74216 3.45203 -2.28027 0.014 0.012 0.006 0.126
H 2.83738 1.54225 0.63418 -0.022 0.000 -0.027 0.406
H 3.41778 1.12671 2.97728 0.000 0.003 0.009 0.510
H 2.02085 2.06856 4.78873 -0.007 -0.003 -0.001 0.479
H 0.01082 3.39715 4.25510 0.002 -0.005 0.001 0.474
H -0.62826 3.79083 1.91122 0.002 -0.016 -0.011 0.513
H 4.14295 2.48665 -3.02618 0.003 -0.007 -0.003 0.516
H 4.75637 0.33773 -4.08115 -0.006 -0.014 0.000 0.474
H 3.27272 -1.66624 -3.77668 0.005 0.006 -0.006 0.541
H 1.21830 -1.43511 -2.44515 -0.011 0.000 0.018 0.568
O -1.07569 0.64273 0.55175 0.154 -0.168 -0.007 -0.631
C -0.73485 -0.61791 0.73132 0.004 0.600 -0.360 -0.122
N -0.91499 -1.45123 1.69979 -0.037 -0.105 -0.051 0.438
C -0.31847 -2.78643 1.34775 -0.141 0.291 -0.124 3.044
C 0.17273 -2.51074 -0.09920 0.027 0.390 -0.114 -0.692
O 0.70333 -3.21972 -0.88270 0.000 -0.095 0.026 -0.493
N -0.08200 -1.10214 -0.34858 0.087 -0.333 0.319 0.515
C 0.91626 -3.06048 2.19911 -0.091 -0.109 0.072 -0.234
C 1.34271 -2.18901 3.19414 0.069 0.033 0.014 -0.276
C 2.44422 -2.51998 3.97543 -0.007 -0.011 -0.037 -0.929
C 3.12319 -3.70710 3.75404 0.005 0.006 0.004 -0.517
C 2.69868 -4.57206 2.75251 -0.007 -0.003 -0.035 -0.898
C 1.59645 -4.25477 1.97701 0.013 -0.054 0.065 -0.385
C -1.41163 -3.83667 1.43472 0.142 -0.116 0.093 -0.161
C -1.95141 -4.07555 2.69836 0.011 -0.075 0.042 -0.322
C -2.95533 -5.01402 2.85673 -0.017 0.013 -0.023 -0.968
C -3.41432 -5.73041 1.75666 -0.004 0.005 0.023 -0.513
C -2.86406 -5.50771 0.50608 0.002 0.029 -0.017 -1.003
C -1.86382 -4.55552 0.33718 -0.042 0.000 -0.012 -0.278
H -1.50481 -1.29416 2.50708 0.043 -0.013 0.034 0.363
H 0.82781 -1.25746 3.39442 -0.032 -0.006 -0.020 0.465
H 2.75861 -1.85416 4.76810 0.006 -0.002 0.001 0.480
H 3.97582 -3.96743 4.36636 -0.006 0.003 0.006 0.439
H 3.21899 -5.50524 2.58479 0.002 0.005 0.002 0.450
H 1.25677 -4.94767 1.21715 -0.023 0.015 -0.007 0.501
H -1.56161 -3.56466 3.57388 0.016 0.016 -0.028 0.432
H -3.36736 -5.20201 3.83877 -0.001 0.002 -0.002 0.444
H -4.19239 -6.47081 1.88256 0.010 -0.011 -0.003 0.441
H -3.20381 -6.08275 -0.34458 -0.002 0.011 -0.004 0.456
H -1.43336 -4.41595 -0.64537 0.013 0.005 0.000 0.496
F -4.59475 -0.43317 -4.91725 0.022 0.006 0.019 -0.230
C -3.60521 -0.09287 -4.14401 -0.047 -0.024 -0.027 0.320
C -3.90343 0.40361 -2.86896 0.046 0.111 -0.104 -0.798
C -2.86020 0.76654 -2.05981 0.059 -0.072 0.108 -0.323
C -1.52104 0.58882 -2.52044 0.256 0.023 0.111 0.843
C -1.25118 0.08989 -3.82918 -0.099 0.072 0.083 -0.470
C -2.30144 -0.24152 -4.64014 -0.010 0.006 -0.014 -0.761
H -4.93663 0.50240 -2.56352 0.000 0.009 0.003 0.513
H -3.06394 1.16630 -1.07309 0.003 -0.035 0.019 0.644
H -0.23821 -0.01728 -4.19274 0.006 -0.013 -0.002 0.555
H -2.16169 -0.61307 -5.64700 0.011 -0.002 0.004 0.515
```
Forces are in eV/Å.

Record 3
C38H30GeN2O6PTi | wB97M-V/def2-TZVPD

Summary:
HOMO level (spin up / spin down) (eV): -10.53 / -10.53
HOMO-LUMO gap (spin up / spin down) (Ha): 0.2307 / 0.2307
ΔE to the lowest compared entry with this formula, charge and spin (kcal/mol): 32.0
Calculated total energy (eV): -144073.3924
Lowest unoccupied orbital energy (spin up / spin down) (eV): -4.3 / -4.3
Charge: +1

Geometry as XYZ:
```
79
Properties=species:S:1:pos:R:3:forces:R:3:mulliken_charge:R:1
Ti -0.51498 0.49370 1.07803 1.129 -1.562 -2.215 -1.409
O -1.89438 4.85660 4.82273 -0.047 0.096 -0.039 -0.522
C -1.40838 4.02810 3.90173 0.380 -0.521 -0.137 0.930
C -0.29858 3.19380 4.14373 0.071 -0.046 -0.205 -0.734
C 0.07262 2.30340 3.15903 0.079 0.141 0.207 0.272
N -0.57028 2.23850 1.99533 -0.321 1.659 1.007 0.685
C -1.62948 3.01480 1.74543 0.055 0.325 0.471 0.107
C -2.07768 3.93730 2.67063 0.062 -0.147 -0.286 -0.945
C -2.26948 2.55960 0.44303 -1.112 1.688 -0.185 0.421
O -3.14528 3.14710 -0.13927 0.552 -0.352 0.513 -0.621
O -1.72608 1.42640 0.09303 -0.871 0.507 -0.784 0.221
C 1.06982 1.15210 3.24063 0.807 0.861 1.463 0.409
O 1.93752 1.07390 4.07303 -0.489 0.115 -0.166 -0.614
O 0.84212 0.28590 2.29343 0.842 -0.399 0.779 -0.688
H -1.40878 4.80800 5.65933 0.007 -0.010 -0.200 0.330
H 0.22142 3.21240 5.09143 0.084 -0.049 0.025 0.483
H -2.95238 4.53660 2.48423 -0.133 0.082 -0.092 0.604
O -1.64238 0.09740 3.39363 -0.477 -0.401 0.513 -0.411
N -1.79098 -0.64260 2.21133 -0.807 -2.595 1.522 1.083
C -2.11858 -1.89620 2.37743 0.162 1.820 0.295 -0.005
C -2.48648 -2.79450 1.33433 -0.164 -0.885 -1.359 0.309
C -3.21138 -3.94160 1.70993 0.291 0.551 0.218 -1.064
C -3.67518 -4.82940 0.76983 -0.089 -0.152 -0.279 -0.840
C -3.40608 -4.62570 -0.57937 -0.027 0.000 0.342 -0.739
C -2.67698 -3.51850 -0.96957 0.022 0.151 0.163 -0.335
C -2.22018 -2.59000 -0.03717 -0.056 -0.094 0.068 -0.083
P -1.19048 -1.22080 -0.67787 0.024 -0.460 -0.861 1.667
C -0.00088 -2.17870 -1.67247 0.051 -0.021 0.349 0.921
C 0.01152 -2.23550 -3.06087 -0.154 0.065 0.056 -0.364
C 0.94252 -3.03690 -3.70157 0.028 -0.048 -0.011 -0.720
C 1.85272 -3.77940 -2.96547 -0.047 -0.011 0.038 -0.629
C 1.83992 -3.72500 -1.57947 -0.026 -0.165 0.021 -0.771
C 0.92002 -2.92140 -0.93287 -0.257 0.032 0.027 -0.359
C -2.26688 -0.35800 -1.86737 -0.098 -0.101 0.091 0.489
C -1.70658 0.61880 -2.69417 0.136 -0.172 0.089 -0.423
C -2.51748 1.37330 -3.52037 0.049 -0.001 0.001 -0.675
C -3.88978 1.17200 -3.52337 0.012 -0.053 0.030 -0.736
C -4.45018 0.22010 -2.69047 -0.092 0.105 -0.045 -0.828
C -3.64718 -0.53700 -1.85447 0.224 -0.093 0.033 -0.871
H -1.79658 -0.48190 4.17123 0.076 0.243 -0.446 0.316
H -2.21538 -2.28450 3.39703 -0.113 0.206 -0.100 0.435
H -3.42928 -4.09810 2.75623 -0.012 -0.085 0.119 0.413
H -4.25358 -5.68260 1.08133 -0.049 -0.154 0.057 0.432
H -3.75628 -5.33340 -1.31307 -0.056 -0.067 -0.105 0.470
H -2.46278 -3.36000 -2.01737 0.057 -0.019 -0.047 0.521
H -0.70658 -1.67280 -3.64267 0.001 0.030 0.010 0.449
H 0.94492 -3.09860 -4.77937 0.013 0.038 -0.090 0.480
H 2.56402 -4.41220 -3.47337 0.088 -0.049 -0.042 0.429
H 2.54052 -4.31480 -1.00657 0.066 0.019 0.042 0.487
H 0.88672 -2.87870 0.15553 0.167 -0.025 -0.120 0.125
H -0.63578 0.79920 -2.66607 -0.062 -0.012 -0.059 0.440
H -2.08438 2.13420 -4.15157 0.068 0.045 -0.057 0.474
H -4.51948 1.76580 -4.16697 -0.071 0.063 -0.057 0.420
H -5.51968 0.07810 -2.67847 -0.106 -0.031 0.006 0.445
H -4.10018 -1.25820 -1.18797 -0.044 -0.013 -0.023 0.403
Ge 1.60742 0.58980 -0.40517 1.021 -0.168 -1.027 1.377
C 3.16472 -0.51610 0.21543 -0.829 0.512 -0.182 0.368
C 3.67582 -0.49940 1.50773 0.022 0.063 0.022 -0.099
C 4.79392 -1.25480 1.82443 0.025 0.016 0.076 -0.741
C 5.40972 -2.02760 0.85513 0.009 -0.095 0.069 -0.553
C 4.90092 -2.05310 -0.43217 0.069 -0.088 -0.014 -0.594
C 3.77942 -1.30930 -0.74957 -0.029 0.201 -0.017 -0.455
C 2.11092 2.50100 -0.66817 -0.264 -0.643 0.411 0.167
C 2.11372 2.98370 -1.97247 0.017 -0.176 0.053 -0.305
C 2.59672 4.24940 -2.25117 -0.065 0.106 -0.010 -0.673
C 3.06182 5.05370 -1.22327 -0.018 -0.002 -0.024 -0.507
C 3.04102 4.58670 0.08203 -0.040 0.101 0.118 -0.779
C 2.55712 3.31890 0.36313 0.040 -0.058 -0.067 0.126
H 1.59322 0.16800 -1.90717 -0.300 -0.019 0.182 -0.411
H 3.21652 0.09640 2.28243 0.055 -0.017 0.001 0.197
H 5.18202 -1.23740 2.83213 0.047 0.011 0.084 0.454
H 6.27542 -2.62160 1.10763 0.101 -0.023 0.003 0.394
H 5.37982 -2.65690 -1.18637 0.068 -0.095 -0.139 0.461
H 3.37782 -1.34150 -1.75457 0.054 0.025 -0.038 0.355
H 1.76952 2.34390 -2.77467 0.009 0.024 -0.097 0.326
H 2.61052 4.60250 -3.27027 0.016 0.083 -0.119 0.413
H 3.43922 6.04200 -1.44147 0.046 0.056 0.012 0.391
H 3.40832 5.21280 0.88053 0.047 0.075 0.103 0.430
H 2.56122 2.94880 1.38313 0.078 0.066 0.051 0.371
```
Forces are in eV/Å.